# 1
This record from the Open Molecules 2025 dataset describes an isolated ion of composition C5H10NO and charge -1. The level of theory is ωB97M-V/def2-TZVPD.

The energy relative to the best compared isomer or geometry (same formula, charge and spin) is 79.5 kJ/mol. Its largest force on an atom is 0.0142 Eh/bohr. Its SMILES is C=NCCCC[O-]. The charge is -1. The calculation puts the LUMO energy at 3.48 eV. The total energy comes out at -326.45504 hartree.

Structure (XYZ):
```
17
Properties=species:S:1:pos:R:3:forces:R:3
C 2.4691 -0.6125 0.8173 -0.041 -0.244 0.266
O 3.0845 -0.5095 1.9994 -0.032 -0.146 -0.036
C 0.9535 -0.2334 0.8719 0.534 0.000 -0.015
C 0.3268 0.0023 -0.5043 0.157 -0.094 0.400
C -0.9160 0.9006 -0.4547 0.247 0.496 0.480
C -3.0099 0.0217 -0.9435 -0.310 -0.032 -0.071
N -1.9297 0.4758 -1.3956 0.000 -0.101 -0.015
H 2.9469 0.0043 0.0089 -0.138 0.163 -0.149
H 2.4496 -1.6615 0.3749 0.174 0.101 -0.017
H 0.8985 0.6486 1.5216 -0.091 0.039 -0.136
H 0.4831 -1.0710 1.3985 -0.282 0.214 0.030
H 0.0864 -0.9660 -0.9462 -0.163 0.062 -0.128
H 1.0893 0.4592 -1.1348 0.012 0.023 -0.196
H -0.6371 1.9329 -0.6904 0.069 -0.092 -0.294
H -1.2611 0.9864 0.5911 -0.349 -0.457 -0.180
H -3.7591 -0.3669 -1.6341 0.019 0.071 -0.033
H -3.2749 -0.0108 0.1197 0.196 -0.004 0.095
```
Forces are in eV/Å.

=====

# 2
This record from the Open Molecules 2025 dataset describes an isolated ion of composition C7H8N3 and charge +1 at a distorted geometry. The level of theory is ωB97M-V/def2-TZVPD.

The energy relative to the best compared isomer or geometry (same formula, charge and spin) is 326.7 kJ/mol. Its largest force on an atom is 0.0975 Eh/bohr. Its SMILES is [H]/N=C/[C@@]12NC1=CC=[NH+]C2=C. The charge is +1. The calculation puts the LUMO energy at -4.80 eV. The total energy comes out at -435.38884 hartree.

Structure (XYZ):
```
18
Properties=species:S:1:pos:R:3:forces:R:3
C -1.6895 -0.9167 0.5629 4.042 -2.741 -1.124
C -0.5755 -0.3242 -0.4084 -1.545 0.082 1.058
C -0.6523 1.2111 -0.5877 0.912 -2.007 0.138
C 0.1755 2.1200 0.0634 -1.701 2.125 -0.510
C 1.3694 1.5242 0.4599 -0.107 0.937 1.297
C 0.8215 -0.7840 -0.2639 0.725 -0.615 -1.274
C 1.4619 -1.9454 -0.4721 0.076 1.417 0.622
N -2.5397 -0.1231 0.8897 -1.390 2.628 -0.525
N -1.1429 0.4199 -1.5204 -1.449 1.342 -0.533
N 1.6248 0.2612 0.2320 3.532 -0.783 2.111
H -1.4649 -2.0279 0.8217 -0.865 1.640 -0.187
H -0.1043 3.2238 0.1671 0.909 -1.800 -0.286
H 2.1926 2.0239 1.0551 -1.258 -0.167 -1.079
H 2.5660 -1.9298 -0.2601 -1.349 -0.664 -0.343
H 0.8845 -2.7916 -0.7694 0.228 -0.630 -0.297
H -3.3768 -0.3118 1.3679 -0.860 -0.879 1.121
H -2.0722 0.4199 -2.0711 1.965 -0.248 1.131
H 2.5219 -0.0494 0.7335 -1.864 0.363 -1.322
```
Forces are in eV/Å.

=====

# 3
This record from the Open Molecules 2025 dataset describes a 3-piece molecular cluster, C27H40N4O5P overall at a distorted geometry. The level of theory is ωB97M-V/def2-TZVPD.

The energy relative to the best compared isomer or geometry (same formula, charge and spin) is 0.0 kJ/mol. Its largest force on an atom is 0.0272 Eh/bohr. The charge is +1. The calculation puts the LUMO energy at -4.06 eV. The total energy comes out at -1989.09737 hartree.

Structure (XYZ):
```
77
Properties=species:S:1:pos:R:3:forces:R:3
C -0.6480 4.1767 1.5882 0.413 0.032 -0.149
C 0.3339 3.8449 0.4894 -0.356 -0.420 0.057
O 1.5144 3.6292 0.7367 -0.171 -0.087 -0.017
N -0.1731 3.6913 -0.7971 0.703 1.202 0.128
C -1.3491 4.5176 -1.1414 -0.177 -0.508 0.594
C 0.8696 3.6929 -1.8445 -0.524 -0.276 -0.439
C 1.2688 2.2803 -2.2566 0.036 0.194 0.073
C 2.5146 1.7969 -1.5373 0.368 -0.054 -0.146
C 2.8063 0.3150 -1.7887 -0.241 0.230 -0.073
C 3.0651 -0.5360 -0.5661 0.246 -0.208 -0.408
C 4.0331 0.0238 0.4839 -0.041 -0.302 0.410
N 3.5824 -0.2411 1.8469 -0.272 0.294 -0.423
C 2.3297 0.4932 2.0946 0.511 -0.778 0.074
C 2.0065 0.3601 3.5750 0.187 0.303 0.030
C 0.9818 1.3295 4.1164 -0.296 0.253 -0.248
N 0.8543 2.5512 3.8037 0.261 -0.443 0.231
C 1.1904 0.0205 1.1368 -0.158 -0.170 -0.159
P -0.3172 -0.6918 1.9537 -0.709 0.681 0.753
C -1.4523 -0.9384 0.5280 0.740 -0.537 -0.139
C 0.1289 -2.4073 2.4957 -0.132 0.402 -0.509
N 1.7540 -0.9315 0.0845 0.535 0.792 0.335
H -0.1080 4.1863 2.5268 -0.114 -0.013 0.036
H -1.4202 3.4128 1.6292 -0.185 -0.005 0.023
H -1.1056 5.1477 1.4390 -0.188 0.133 -0.110
H -1.2169 5.5547 -0.8416 0.073 0.190 -0.198
H -1.5514 4.4525 -2.2016 0.084 -0.006 -0.147
H -2.2273 4.1426 -0.6244 -0.103 -0.047 0.072
H 0.4372 4.1846 -2.7097 -0.058 0.114 -0.067
H 1.7361 4.2781 -1.5492 0.094 0.019 0.208
H 0.4084 1.6326 -2.0775 -0.040 -0.175 0.080
H 1.4487 2.2563 -3.3320 0.050 -0.041 -0.114
H 3.3467 2.3836 -1.9242 0.133 0.108 0.076
H 2.4724 2.0506 -0.4791 -0.192 -0.097 -0.020
H 1.9540 -0.1107 -2.3255 0.015 -0.202 -0.119
H 3.6576 0.1799 -2.4510 0.125 0.081 -0.080
H 3.4913 -1.4724 -0.9225 -0.194 -0.262 0.032
H 4.1627 1.0976 0.3893 -0.044 0.112 -0.081
H 5.0046 -0.4359 0.3301 0.137 -0.005 -0.006
H 3.4534 -1.2381 1.9913 0.190 -0.021 0.271
H 2.5727 1.5246 1.8534 -0.167 0.209 0.009
H 2.9409 0.5521 4.1032 0.113 -0.008 0.063
H 1.7484 -0.6717 3.8067 -0.189 -0.086 0.097
H 0.2926 0.9230 4.8535 -0.036 0.021 0.087
H 1.5443 2.8404 3.1055 -0.020 0.019 -0.057
H 0.8187 0.8857 0.5908 -0.067 0.060 -0.169
H -1.9978 -0.0287 0.3115 -0.082 0.148 0.000
H -2.1374 -1.7244 0.8300 -0.265 0.072 0.093
H -0.9609 -1.3010 -0.3773 -0.129 0.049 -0.181
H -0.5880 -3.1020 2.0693 0.054 -0.169 -0.141
H 1.1412 -2.7026 2.2266 0.110 -0.251 0.134
H -0.0126 -2.4371 3.5691 0.223 -0.068 0.172
H 1.9126 -1.8194 0.5514 -0.322 -0.219 -0.136
H 1.0631 -1.0386 -0.6594 -0.113 -0.332 0.058
C -3.9017 -4.2682 4.1397 -0.008 -0.020 0.007
C -4.8326 -5.2019 3.9630 0.037 0.021 0.011
C -5.8251 -5.1013 2.8611 -0.031 -0.028 0.008
O -6.6725 -5.9480 2.6976 0.018 0.009 -0.008
C -5.7364 -3.9173 1.9656 0.026 0.037 -0.021
C -4.8043 -2.9857 2.1451 -0.004 -0.015 -0.011
C -3.8138 -3.0912 3.2434 -0.043 0.023 0.072
O -2.9585 -2.2404 3.4042 0.090 -0.058 -0.129
H -3.1708 -4.3198 4.9367 0.003 0.029 -0.002
H -4.9154 -6.0701 4.6041 -0.029 -0.010 -0.014
H -6.4701 -3.8621 1.1716 -0.019 -0.028 0.015
H -4.7257 -2.1134 1.5081 0.005 0.019 0.025
C -1.0065 -0.2988 -4.6938 -0.054 -0.028 0.033
C -0.8400 0.0696 -5.9612 -0.013 0.007 0.045
C 0.2018 -0.5591 -6.8157 0.001 0.003 -0.063
O 0.3583 -0.2228 -7.9657 0.001 0.001 0.038
C 1.0467 -1.6162 -6.1985 0.021 -0.020 0.037
C 0.8768 -1.9812 -4.9306 -0.023 -0.021 0.007
C -0.1607 -1.3497 -4.0822 0.075 0.039 -0.025
O -0.2965 -1.6690 -2.9126 0.149 0.127 0.140
H -1.7592 0.1443 -4.0536 -0.001 -0.022 0.014
H -1.4460 0.8346 -6.4296 0.016 -0.003 -0.029
H 1.7970 -2.0633 -6.8380 -0.010 0.019 -0.025
H 1.4793 -2.7495 -4.4621 -0.024 -0.011 0.012
```
Forces are in eV/Å.

=====

# 4
This record from the Open Molecules 2025 dataset describes one molecule with the formula FHIOP at a distorted geometry. The level of theory is ωB97M-V/def2-TZVPD.

The energy relative to the best compared isomer or geometry (same formula, charge and spin) is 527.0 kJ/mol. Its largest force on an atom is 0.0551 Eh/bohr. Its SMILES is FOPI. The charge is 0. The calculation puts the LUMO energy at -0.27 eV. The total energy comes out at -814.61905 hartree.

Structure (XYZ):
```
5
Properties=species:S:1:pos:R:3:forces:R:3
O -0.3215 0.9598 0.4269 1.602 -1.824 -0.265
F -1.4610 1.7309 0.1681 -0.444 -0.276 -0.775
P 0.0899 -0.4490 -0.7506 -1.682 2.260 0.312
I 2.2155 -0.7738 0.1672 0.710 -0.012 0.411
H -0.5229 -1.4679 -0.0115 -0.186 -0.147 0.318
```
Forces are in eV/Å.